1.
A cluster of 18 separate species, H36O18 in total, computed with the ωB97M-V functional and the def2-TZVPD basis.

Calculated values
LUMO energy: -0.32 eV
highest occupied orbital energy: -0.3952 Eh

Geometry as XYZ:
```
54
H36O18, DFT the ωB97M-V functional and the def2-TZVPD basis
O -1.606 1.332 3.825
H -1.861 0.423 4.038
H -2.141 1.988 4.244
O -0.323 -5.172 -3.324
H -1.044 -4.683 -2.915
H -0.070 -5.755 -2.628
O 2.223 -2.929 1.190
H 2.965 -3.174 0.630
H 2.649 -2.748 2.012
O 0.282 -1.350 0.125
H -0.553 -1.517 0.630
H 0.715 -1.337 0.983
O 1.115 0.179 4.270
H 1.583 -0.258 3.553
H 0.835 1.105 4.238
O 1.502 -2.044 -2.431
H 1.107 -2.259 -3.333
H 1.560 -2.980 -2.184
O -2.104 1.787 0.678
H -1.361 1.849 1.261
H -2.529 2.639 0.430
O 3.543 -1.158 2.464
H 4.205 -0.556 2.824
H 3.175 -0.849 1.615
O 1.585 4.996 -2.817
H 1.628 5.564 -2.059
H 1.665 4.064 -2.542
O -2.241 2.239 -2.999
H -1.843 1.523 -2.539
H -2.915 1.980 -3.617
O -3.282 -2.784 2.198
H -3.900 -2.835 1.446
H -2.432 -3.122 1.973
O 1.067 1.939 -0.685
H 1.520 1.435 -1.367
H 0.154 2.095 -0.979
O 2.283 3.994 1.564
H 1.984 3.284 0.909
H 1.492 4.550 1.432
O -2.657 3.841 -1.085
H -2.297 3.882 -1.968
H -3.523 3.443 -1.094
O 4.628 2.050 3.624
H 4.313 2.363 2.771
H 4.149 2.668 4.183
O -2.522 -0.288 -2.399
H -2.256 -1.009 -1.782
H -3.409 -0.104 -2.053
O -1.689 -1.871 -4.774
H -1.769 -0.917 -4.584
H -2.561 -2.019 -5.174
O -0.630 -4.755 0.961
H 0.303 -4.560 1.080
H -0.710 -4.181 0.183
```

2.
A cluster of 18 separate species, H36O18 in total, computed with the ωB97M-V functional and the def2-TZVPD basis.

Calculated values
LUMO energy: -0.18 eV
highest occupied orbital energy: -0.3826 Eh

Geometry as XYZ:
```
54
H36O18, DFT the ωB97M-V functional and the def2-TZVPD basis
O 3.175 4.366 0.742
H 2.893 4.791 1.517
H 2.662 3.547 0.677
O 0.212 0.741 -1.313
H 0.321 1.238 -0.582
H 0.494 -0.106 -1.110
O -0.921 -0.738 -4.856
H -1.485 -0.425 -4.124
H -0.115 -1.090 -4.619
O 0.860 2.441 1.526
H 1.155 3.131 1.013
H 1.075 1.505 1.521
O -1.272 4.951 -0.816
H -0.836 4.369 -1.579
H -1.809 5.654 -1.074
O -0.850 -1.975 -2.622
H -1.278 -2.751 -2.279
H 0.018 -1.998 -2.669
O -3.393 3.358 -1.936
H -2.707 4.045 -1.851
H -3.537 3.499 -2.883
O 2.162 1.348 -3.335
H 2.576 2.263 -3.099
H 2.359 1.318 -4.283
O -2.904 0.476 1.954
H -3.547 0.629 2.543
H -2.609 1.292 1.633
O -1.852 -0.378 4.676
H -2.237 -1.263 4.142
H -1.443 0.224 4.169
O 3.242 0.918 5.347
H 2.565 0.393 5.739
H 2.830 1.800 5.389
O 1.993 -1.621 -0.704
H 2.915 -1.712 -0.878
H 1.833 -1.328 0.137
O -0.582 -1.138 0.664
H -0.857 -0.390 0.205
H -1.243 -1.285 1.194
O 0.222 -4.521 -0.130
H 0.486 -3.666 -0.545
H 0.862 -4.969 -0.770
O -2.543 -2.296 2.834
H -2.015 -3.049 3.048
H -3.441 -2.308 3.066
O 0.433 -3.761 2.655
H 0.015 -4.134 1.923
H 0.448 -2.774 2.423
O 4.967 -2.792 -1.698
H 5.702 -2.454 -2.085
H 4.772 -3.774 -1.848
O -3.580 -0.163 -2.267
H -3.513 0.809 -2.175
H -2.680 -0.252 -2.604
```

3.
A cluster of 18 separate species, H36O18 in total, computed with the ωB97M-V functional and the def2-TZVPD basis.

Calculated values
LUMO energy: -0.13 eV
highest occupied orbital energy: -0.3374 Eh

Geometry as XYZ:
```
54
H36O18, DFT the ωB97M-V functional and the def2-TZVPD basis
O -3.674 -1.615 0.562
H -4.014 -0.735 0.399
H -2.754 -1.622 0.279
O 1.023 0.629 0.710
H 0.855 0.714 -0.231
H 0.362 0.037 1.114
O 3.045 2.037 1.004
H 2.857 1.054 1.150
H 3.094 2.370 0.116
O 3.637 -0.457 -0.063
H 4.049 -0.939 -0.814
H 3.032 0.072 -0.586
O -1.219 3.601 4.370
H -2.168 3.626 4.245
H -0.954 3.585 5.290
O 3.027 -1.953 2.942
H 3.530 -1.268 3.395
H 3.709 -2.575 2.664
O -2.330 0.046 -2.222
H -3.055 -0.528 -2.492
H -2.686 0.188 -1.334
O 0.961 -4.155 -1.242
H 1.102 -3.544 -0.518
H 1.520 -4.906 -1.021
O -2.322 1.313 1.471
H -2.567 1.776 0.678
H -2.527 2.006 2.124
O 4.503 -0.321 -2.472
H 5.022 -0.925 -3.013
H 4.267 0.395 -3.058
O -3.526 1.757 3.771
H -3.755 1.123 3.077
H -3.482 1.195 4.552
O -5.316 1.616 -0.834
H -6.161 1.805 -0.413
H -5.088 2.429 -1.296
O -1.514 3.116 -2.861
H -1.082 3.688 -2.214
H -1.928 2.460 -2.290
O 0.016 -0.727 -5.239
H 0.749 -0.671 -4.603
H -0.582 -0.219 -4.668
O 0.793 -3.357 3.961
H 1.735 -3.304 4.137
H 0.458 -2.992 4.786
O -0.161 -1.219 -1.768
H -0.747 -0.707 -2.343
H -0.190 -2.173 -1.739
O 2.937 1.118 -4.327
H 2.074 1.534 -4.413
H 3.484 1.442 -5.047
O 0.145 -1.515 2.184
H 0.627 -1.196 2.944
H 0.746 -2.103 1.730
```

4.
A cluster of 18 separate species, H36O18 in total, computed with the ωB97M-V functional and the def2-TZVPD basis.

Calculated values
LUMO energy: -0.09 eV
highest occupied orbital energy: -0.3944 Eh

Geometry as XYZ:
```
54
H36O18, DFT the ωB97M-V functional and the def2-TZVPD basis
O -0.933 1.964 4.691
H -0.545 1.103 4.873
H -0.180 2.561 4.658
O -3.545 -3.080 -3.606
H -2.905 -2.568 -3.107
H -4.169 -2.617 -4.100
O 2.177 0.895 3.273
H 1.365 1.153 3.715
H 2.827 1.369 3.790
O -4.155 -1.804 0.954
H -4.407 -2.682 1.210
H -3.497 -1.469 1.566
O 0.984 -1.582 -6.064
H 0.116 -1.297 -5.798
H 1.267 -2.434 -5.735
O -2.175 1.530 1.368
H -3.012 1.076 1.485
H -2.152 1.957 0.507
O 1.298 -2.208 -2.200
H 2.150 -1.823 -2.479
H 0.901 -1.759 -2.970
O 1.621 -0.574 0.177
H 2.326 -1.035 -0.298
H 2.133 -0.452 1.005
O 2.073 3.445 -0.975
H 2.966 3.194 -1.238
H 1.504 2.842 -1.473
O -1.751 -3.293 -1.173
H -2.706 -3.229 -1.032
H -1.456 -2.788 -0.409
O -4.312 2.585 -1.759
H -4.283 2.063 -0.948
H -5.265 2.639 -1.895
O -1.061 -1.426 1.502
H -1.267 -0.566 1.900
H -0.239 -1.266 1.022
O 2.370 3.573 1.736
H 1.811 3.029 1.172
H 2.022 4.452 1.568
O 3.512 -1.392 2.460
H 3.459 -1.956 1.698
H 3.939 -1.944 3.121
O 0.658 -3.770 2.007
H 1.367 -3.210 1.685
H 0.205 -3.283 2.698
O -0.322 0.291 -1.225
H -0.183 0.807 -0.442
H -0.035 -0.581 -0.947
O -0.963 3.290 -1.631
H -0.631 3.686 -2.440
H -1.829 2.934 -1.827
O 4.381 0.992 -0.353
H 4.928 1.121 0.428
H 3.617 1.542 -0.146
```

Look up the LUMO energy of the first one. -0.32 eV